# 1
Density functional theory data (the ωB97M-V functional and the def2-TZVPD basis) for the ion C4H10N4 with charge +2 in a non-equilibrium geometry.

The calculation puts the maximum force at 0.10874 hartree/bohr. For the total energy, the calculation gives -10251.8735 eV. As for the frontier orbital gap: 7.49 eV. The molar mass is 114.152 g/mol. The structure (SMILES) is N[C@@H]1CC(=[NH2+])[NH+]=CN1. For the HOMO energy, the calculation gives -17.597 eV. As for the energy above the lowest of the compared OMol25 structures with the same formula, charge and spin: 141.6 kJ/mol.

ORCA input file:
```
! wB97M-V def2-TZVPD RIJCOSX def2/J DEFGRID3
* xyz 2 1
N 0.40 -1.42 1.50
C -0.52 -0.39 1.22
C -1.01 -0.52 -0.33
C 0.05 0.02 -1.12
N 0.06 -0.28 -2.39
N 0.70 1.22 -0.75
C 0.66 1.61 0.55
N 0.07 0.94 1.49
H 1.39 -1.26 1.06
H 0.28 -2.40 1.78
H -1.32 -0.62 1.93
H -2.07 -0.12 -0.40
H -1.04 -1.65 -0.67
H -0.58 -0.89 -2.75
H 0.74 -0.09 -2.98
H 1.14 1.88 -1.38
H 1.07 2.69 0.71
H -0.05 1.28 2.51
*
```

Formally, the natural (NBO) partial charges of the atoms, in units of the elementary charge, are as follows: -0.866 0.105 -0.567 0.608 -0.569 -0.564 0.408 -0.471 0.377 0.457 0.278 0.342 0.307 0.437 0.426 0.480 0.302 0.510

# 2
Density functional theory data (the ωB97M-V functional and the def2-TZVPD basis) for a structure of composition C10H25I2MoO2P2 in a non-equilibrium geometry.

The calculation puts the maximum force at 0.13766 hartree/bohr. For the total energy, the calculation gives -51473.2311 eV. As for the frontier orbital gap (spin up / spin down): 5.02 / 5.75 eV. The molar mass is 589.004 g/mol. For the HOMO energy (spin up / spin down), the calculation gives -19.130 / -19.561 eV.

ORCA input file:
```
! wB97M-V def2-TZVPD RIJCOSX def2/J DEFGRID3
* xyz 3 3
I 0.29 -1.07 -3.96
I -0.31 1.40 -2.73
Mo -0.04 0.03 -0.35
P -2.41 -0.18 -0.14
C -3.36 1.33 0.25
C -2.97 -0.70 -1.78
H -4.07 -0.81 -1.78
H -4.07 -1.55 0.97
H -2.47 -1.63 -2.04
H -2.49 -2.37 0.81
H -3.10 2.13 -0.45
H -2.66 0.06 -2.50
C -2.99 -1.42 1.04
H -4.44 1.10 0.21
H -2.67 -1.13 2.05
H -3.09 1.67 1.26
P 2.41 -0.09 -0.12
C 3.30 1.44 0.32
C 3.07 -1.34 1.02
H 2.55 -1.52 -2.02
H 4.12 -0.67 -1.79
H 2.67 0.17 -2.48
C 3.02 -0.57 -1.76
H 2.60 -2.30 0.79
H 4.15 -1.43 0.93
H 4.39 1.26 0.28
H 3.00 1.75 1.32
H 2.77 -1.08 2.04
H 3.02 2.24 -0.38
C -0.01 1.89 0.31
O -0.03 3.07 0.38
C -1.29 0.54 3.70
C 0.13 0.40 3.11
C 1.06 -0.27 4.13
O 0.04 -0.34 1.92
H -1.69 -0.45 3.98
H -1.96 0.99 2.96
H -1.28 1.17 4.61
H 0.55 1.44 2.93
H 0.70 -1.27 4.37
H 2.09 -0.33 3.76
H 1.05 0.32 5.05
*
```

Formally, the natural (NBO) partial charges of the atoms, in units of the elementary charge, are as follows: 0.321 0.401 0.697 1.000 -0.922 -0.933 0.308 0.298 0.261 0.268 0.256 0.241 -0.931 0.299 0.281 0.269 0.977 -0.921 -0.923 0.252 0.308 0.243 -0.932 0.266 0.296 0.298 0.266 0.271 0.258 0.577 -0.320 -0.619 0.061 -0.611 -0.477 0.235 0.188 0.273 0.195 0.244 0.213 0.270

Number 1 is which compound? C4H10N4